177
Properties=species:S:1:pos:R:3 method="wB97M-V/def2-TZVPD" mol_weight_g_mol=957.43 e_homo_ev=-8.559 de_lowest_kj_mol=0.0 multiplicity=1
O -21.123 2.080 13.358
O -18.000 -2.748 9.889
O -22.376 -4.419 10.746
O -26.112 -4.164 7.870
O -28.954 5.606 6.132
O -13.922 1.211 12.212
O -24.071 2.588 6.970
O -16.510 -4.737 17.392
O -14.187 1.079 5.257
O -17.065 -8.636 12.380
O -13.134 -3.340 7.981
O -15.678 -3.411 12.195
N -12.416 0.176 2.120
N -19.778 0.078 8.447
N -26.320 4.156 5.692
N -12.970 -1.135 9.590
N -16.689 -6.741 15.456
N -25.124 -3.296 10.391
N -15.324 -4.331 9.626
N -20.752 1.156 14.377
C -17.337 -7.617 14.500
C -15.131 1.772 12.646
C -14.073 0.499 10.995
C -22.747 -3.057 10.972
C -17.436 -0.086 9.304
C -13.817 1.064 3.889
C -20.071 -1.369 15.448
C -21.408 -0.722 15.754
C -18.979 -0.327 15.248
C -16.390 -8.847 11.182
C -19.354 0.759 14.189
C -27.694 6.108 6.454
C -13.885 -6.132 10.277
C -11.976 -2.542 7.898
C -14.612 -0.150 5.801
C -23.900 -2.543 10.153
C -29.896 5.726 7.183
C -18.437 -3.952 10.469
C -17.885 -4.417 17.534
C -26.156 3.732 7.089
C -19.065 0.201 12.798
C -26.174 -4.301 6.480
C -19.060 -1.980 9.386
C -15.483 -2.639 13.349
C -18.576 -0.795 8.591
C -25.451 2.404 7.154
C -22.036 -4.674 9.415
C -26.356 -2.838 8.267
C -18.493 1.981 14.520
C -26.651 5.561 5.500
C -23.077 0.953 15.118
C -16.869 -7.098 16.856
C -11.395 0.601 4.375
C -22.249 -0.611 13.400
C -23.322 1.462 7.341
C -21.838 0.215 14.626
C -12.634 0.186 3.558
C -11.783 -1.941 9.285
C -13.431 -3.930 6.733
C -14.956 -5.186 10.771
C -16.614 -7.563 13.174
C -14.634 -4.344 11.998
C -26.311 -2.716 9.787
C -12.934 -0.518 10.900
C -16.198 -6.068 17.739
H -18.212 -4.521 18.570
H -14.694 0.740 3.312
H -21.854 -2.456 10.738
H -16.742 -6.605 12.650
H -12.855 -0.812 3.941
H -20.054 0.405 9.367
H -21.456 -1.242 12.991
H -16.928 -5.773 15.291
H -15.676 -3.421 9.903
H -15.951 1.044 12.568
H -21.387 -0.277 16.751
H -17.368 -8.664 14.803
H -16.297 -1.918 13.430
H -30.889 5.751 6.740
H -15.123 2.067 13.695
H -19.624 -1.568 10.241
H -25.855 1.689 6.423
H -15.295 -8.905 11.280
H -23.540 1.156 8.373
H -25.666 1.961 8.140
H -17.967 -3.383 17.201
H -15.833 -5.790 11.028
H -15.446 -3.268 14.248
H -29.755 6.638 7.771
H -15.397 2.650 12.043
H -27.631 7.204 6.370
H -14.485 -4.138 9.085
H -16.427 -8.089 16.972
H -17.184 0.898 8.900
H -23.870 0.223 15.300
H -25.492 -3.607 5.972
H -19.392 0.914 12.040
H -18.099 -0.794 14.803
H -16.516 -0.668 9.159
H -14.614 0.012 6.880
H -13.085 -1.197 11.750
H -25.559 4.452 7.670
H -20.127 -2.049 14.591
H -15.593 -0.455 5.421
H -22.256 1.694 7.338
H -12.301 1.141 1.820
H -13.924 -0.986 5.654
H -14.568 -4.992 12.885
H -13.602 2.094 3.591
H -12.974 -5.600 9.981
H -26.290 -1.646 10.009
H -17.946 -7.189 17.085
H -18.684 2.381 15.511
H -22.890 -4.648 8.717
H -12.037 -1.728 7.167
H -25.456 3.873 5.251
H -21.811 -5.744 9.346
H -10.885 1.450 3.901
H -11.724 0.941 5.359
H -15.126 -6.176 17.562
H -19.294 -3.806 11.144
H -18.643 2.699 13.710
H -23.462 0.615 6.658
H -13.646 -6.889 11.026
H -14.219 -6.594 9.347
H -18.770 0.157 16.203
H -29.806 4.855 7.839
H -11.528 -0.251 1.881
H -14.379 -4.463 6.716
H -21.209 -4.106 8.987
H -19.739 -2.589 8.782
H -12.629 -4.628 6.467
H -25.850 -5.313 6.231
H -27.199 -3.157 10.242
H -13.782 -1.738 9.513
H -19.490 0.870 7.884
H -22.886 1.553 16.007
H -16.661 -9.862 10.885
H -18.488 -5.004 16.833
H -19.756 -2.060 16.238
H -17.997 0.022 12.648
H -14.556 -2.049 13.309
H -14.043 1.208 10.163
H -27.162 -4.177 6.019
H -15.008 -0.076 10.998
H -18.375 -7.277 14.361
H -13.686 -3.809 11.831
H -10.951 -1.237 9.249
H -21.320 2.880 13.854
H -11.070 -3.120 7.660
H -22.920 -2.996 12.044
H -10.630 -0.174 4.438
H -16.427 -6.258 18.794
H -17.441 1.680 14.498
H -22.137 -1.537 15.809
H -13.478 -3.154 5.960
H -16.580 -8.163 10.349
H -23.071 -1.298 13.591
H -11.647 -2.762 10.001
H -22.408 0.078 12.565
H -18.329 -1.033 7.556
H -24.946 -4.228 10.033
H -17.635 -4.266 11.134
H -27.051 5.688 4.489
H -25.748 6.191 5.535
H -23.554 1.606 14.378
H -18.645 -4.767 9.770
H -17.549 0.029 10.382
H -23.626 -2.501 9.088
H -24.027 -1.496 10.456
H -27.391 5.886 7.486
H -15.530 -7.597 13.369
H -27.129 3.598 7.568
H -19.547 -0.765 12.663
H -27.314 -2.468 7.882
H -11.996 0.034 10.983
H -25.581 -2.148 7.894